46
Properties=species:S:1:pos:R:3:forces:R:3 method="wB97M-V/def2-TZVPD" e_above_lowest_kj_mol=127.2 smiles=Cc1cc(C)c(OCCCCCNCCO)c(C)c1 lumo_energy_ev=0.7892 total_energy_ha=-831.08329 charge=0 homo_ev=-8.36
O -0.4420 -2.1968 1.3416 0.45 0.04 0.20
O 0.1198 2.0631 -4.0601 -0.33 -0.05 -0.45
N -0.8284 0.9289 -1.0709 -0.12 0.07 0.17
C 0.6330 2.1558 -2.7515 0.08 -0.26 0.39
C -2.0868 0.9773 -1.7884 -0.16 0.23 0.12
C 1.9309 0.4048 2.3621 0.04 -0.07 -0.17
C -2.4320 -0.8542 0.8660 0.16 -0.34 -0.05
C 0.8166 -0.4229 2.3704 -0.19 -0.19 -0.05
C 2.9015 0.3094 1.3783 -0.02 0.04 -0.01
C 0.6653 -1.3651 1.3518 0.11 0.15 0.01
C -1.4159 -1.8792 0.3579 -0.45 0.14 -0.05
C 1.6590 -1.5144 0.3792 -0.10 -0.13 0.05
C 0.3669 0.9045 -1.8876 0.19 0.40 -0.07
C -3.2862 0.8715 -0.8452 0.08 -0.26 -0.31
C -3.4843 -0.4973 -0.1913 0.13 0.27 0.16
C 4.1029 1.2072 1.3841 0.02 -0.09 0.04
C 2.7574 -0.6690 0.4049 -0.11 0.01 0.16
C 1.5634 -2.5858 -0.6666 -0.06 0.02 0.06
C -0.1896 -0.3081 3.4772 -0.03 -0.06 -0.04
H -0.8989 -1.1285 3.4250 -0.08 0.03 0.08
H -2.9178 -1.2678 1.7518 0.05 0.00 0.05
H -3.4998 -1.2655 -0.9671 -0.10 -0.09 -0.09
H 0.9089 -3.3855 -0.3287 -0.02 -0.07 -0.07
H -0.7314 0.6353 3.4101 -0.09 0.03 0.03
H 1.2072 0.7573 -1.2052 0.03 -0.03 -0.09
H 2.5494 -2.9975 -0.8720 0.04 -0.03 -0.05
H -0.7753 1.6963 -0.4083 -0.01 -0.08 0.00
H 3.9114 2.1092 1.9603 0.04 0.09 0.02
H 2.0391 1.1393 3.1485 0.01 0.10 0.10
H -2.2092 1.9110 -2.3707 0.02 -0.12 -0.07
H 4.9526 0.6919 1.8329 0.11 0.05 0.01
H -2.0999 0.1369 -2.4906 -0.03 0.02 -0.07
H -1.9208 -2.8234 0.1275 0.03 0.10 -0.05
H -4.4709 -0.4921 0.2770 -0.01 -0.10 -0.06
H 0.3090 0.0379 -2.5539 0.11 -0.01 0.00
H 1.1676 -2.1839 -1.5994 -0.06 -0.04 -0.10
H 0.3128 -0.3360 4.4427 -0.01 0.01 0.08
H -1.8908 0.0418 1.1654 0.02 0.04 0.10
H -0.8295 1.9035 -4.0177 0.09 0.04 0.01
H 0.2340 3.0461 -2.2402 0.10 -0.08 0.02
H -0.9371 -1.4894 -0.5440 -0.01 -0.07 0.01
H 1.7084 2.2919 -2.8818 -0.04 0.03 0.07
H 3.5233 -0.7837 -0.3501 0.10 -0.03 -0.11
H 4.3807 1.4880 0.3701 0.06 0.07 -0.04
H -3.1933 1.6324 -0.0666 -0.05 0.10 0.03
H -4.1816 1.1047 -1.4272 0.00 0.10 0.04

49
Properties=species:S:1:pos:R:3:forces:R:3 method="wB97M-V/def2-TZVPD" e_above_lowest_kj_mol=0.0 lumo_energy_ev="-9.2236 / -9.2219" total_energy_ha=-1714.33717 charge=+2 homo_ev="-14.51 / -14.51"
Ce 0.1444 0.1124 -1.0685 -0.25 -0.25 3.74
O -0.1645 1.1418 6.6274 1.21 -1.76 -0.88
O 1.6188 0.6559 0.5237 -1.54 0.52 -2.43
O 2.3361 -1.4523 0.6296 -0.77 0.53 -0.77
O 0.3436 -0.9158 7.1309 0.68 1.46 -1.92
N 0.0511 -1.3711 -2.8475 -0.72 0.01 -1.17
N 0.4813 0.0909 6.4087 -1.71 0.54 3.93
N 0.0172 1.3729 -2.9433 0.35 0.89 -1.36
C -0.2554 -2.6931 -2.6596 0.43 1.13 -0.72
C 0.1608 0.7479 -4.1612 -0.20 1.17 -0.19
C 2.1749 -0.1605 2.6670 -0.76 -0.04 -0.07
C 0.4103 3.0113 -5.1309 -0.66 -1.40 0.37
C 1.4217 1.2317 4.5078 -0.26 -0.50 0.04
C 2.1003 -0.3780 1.1676 0.90 -0.85 2.35
C 1.9590 -1.1395 4.8850 -0.65 0.92 -0.36
C -2.1020 0.7732 3.0068 0.74 0.60 -0.12
C -0.3858 -3.5686 -3.7283 -0.14 0.04 0.28
C -0.0009 2.7396 -2.7996 0.04 -1.47 -1.23
C 0.1873 3.5813 -3.8912 0.26 -0.08 0.72
C 0.0593 -0.7847 -4.1099 0.20 -1.84 0.27
C 2.2902 -1.2636 3.5326 0.68 0.38 0.28
C 0.3088 1.6105 -5.2814 0.53 -0.68 0.75
C -0.2178 -3.0802 -5.0126 0.34 0.59 0.48
C -1.8907 -0.6586 3.4331 0.59 0.42 0.46
C -2.2792 0.1721 -1.0758 0.29 -0.12 -0.27
C 1.4068 0.0889 5.3088 0.12 -0.76 -1.63
C 1.7838 1.0915 3.1783 0.76 0.00 0.17
C -0.0300 -1.7060 -5.1793 0.20 1.50 -0.28
H -2.4097 0.7222 -2.0290 0.08 -0.14 0.31
H 0.2334 4.6550 -3.7746 -0.15 -0.01 0.16
H 1.9736 -1.9751 5.5702 -0.01 -0.04 -0.08
H -2.2052 1.3755 3.9070 -0.84 0.40 -0.34
H 0.5857 3.6373 -5.9868 0.09 0.04 -0.25
H -2.5274 -0.8888 -1.2790 0.23 0.22 0.14
H -1.0846 1.0158 2.6991 0.07 0.74 -0.46
H 2.6977 -2.2011 3.1640 -0.31 0.08 -0.05
H -0.3930 -3.0020 -1.6242 0.22 -0.13 -0.17
H -0.6202 -4.6096 -3.5702 0.05 -0.07 0.18
H 0.0657 -1.3296 -6.1883 -0.08 0.08 -0.08
H -2.7908 1.0084 2.1747 0.06 -0.17 0.70
H -2.7558 -1.2940 3.4751 -0.34 -0.21 0.26
H 1.0023 2.1559 4.8940 0.18 -0.17 -0.08
H -0.2123 3.0621 -1.7936 0.11 0.48 0.20
H -1.1691 -1.0439 2.7232 0.20 -0.87 0.05
H -1.3922 -0.5321 4.4219 -0.40 -0.89 -0.62
H -0.2015 -3.7554 -5.8653 -0.17 0.25 0.10
H 0.4662 1.2038 -6.2630 -0.11 -0.25 -0.24
H 1.8111 1.9868 2.5662 -0.22 -0.25 -0.13
H -3.0029 0.5592 -0.3394 0.68 -0.05 -0.02

79
Properties=species:S:1:pos:R:3:forces:R:3 method="wB97M-V/def2-TZVPD" e_above_lowest_kj_mol=259.9 lumo_energy_ev="-12.4706 / -11.6287" total_energy_ha=-2323.11527 charge=+3 homo_ev="-14.88 / -14.87"
Tl 0.6780 -0.9679 -0.3087 -0.75 2.05 -0.04
P 1.0437 -0.1261 2.4839 -0.51 -1.45 0.50
P -1.1051 0.5430 -2.2761 -1.69 0.35 -1.29
P 2.9862 -0.1742 -1.9579 -0.08 -0.50 -0.10
O 1.5249 -3.6375 0.4603 0.85 -2.82 0.39
O -1.1504 2.7239 0.4237 -0.17 -0.08 0.12
N -2.7633 4.3773 0.3659 1.04 -0.60 0.10
N -0.4636 4.8899 0.3111 -0.84 -0.79 0.13
C 0.9831 -5.3652 2.0371 -1.07 -1.08 1.55
C 1.0832 -7.6853 1.3669 -0.17 -0.69 0.11
C 2.3479 0.4920 3.5838 0.40 0.73 -0.23
C -0.8411 2.0781 -3.2637 0.98 0.16 0.65
C 4.6513 -0.3896 -1.2594 0.41 0.12 0.36
C -3.9864 -2.0467 1.1425 -0.33 0.37 -0.50
C -3.7752 3.4574 0.8471 -0.12 -0.11 0.01
C 1.9668 -5.9601 -0.0945 0.28 -1.82 -0.54
C 1.7066 -7.3057 0.1712 1.02 1.29 -1.53
C 2.6353 -1.8917 -2.5449 0.49 0.13 -0.02
C -1.1917 -0.7689 -3.5575 0.53 -0.30 0.34
C 3.3126 0.5831 -3.5893 -0.23 0.41 0.01
C -1.4502 3.9318 0.3806 0.09 0.46 -0.43
C -3.1932 5.4165 -0.5517 -0.30 0.43 0.12
C 1.4298 -1.9186 2.5956 0.31 -0.32 -0.04
C 0.7125 -6.7118 2.2980 0.10 2.05 0.56
C -2.8423 0.7153 -1.7221 0.23 -0.11 0.72
C -0.5187 -0.2096 3.4516 -0.13 0.58 -0.27
C -4.2093 -0.7879 1.5439 0.08 -0.71 -0.03
C -0.6867 6.2710 0.7041 -0.30 0.42 -0.05
C 0.8889 4.4008 0.3765 0.38 -0.10 -0.08
C 1.5494 -4.9889 0.8205 -0.29 2.21 -1.28
H 1.1133 3.9704 1.3590 0.06 0.10 0.00
H 2.0630 1.4711 3.9922 0.16 -0.26 -0.08
H -3.3514 2.8524 1.6617 -0.31 0.28 -0.24
H 4.2058 0.1098 -4.0314 -0.35 0.25 0.12
H -2.3942 5.7008 -1.2462 -0.21 -0.09 0.24
H 0.2318 -6.9880 3.2328 0.13 0.02 -0.16
H 1.0409 3.6116 -0.3589 0.07 0.05 -0.07
H -0.7596 0.7926 3.8255 -0.07 -0.26 -0.01
H 2.4407 0.4164 -4.2455 0.39 0.14 0.21
H 3.2640 0.6221 2.9849 -0.25 0.01 0.31
H 0.2192 2.1198 -3.5661 -0.45 0.13 -0.06
H -3.8176 -0.4314 2.4976 -0.12 0.04 -0.26
H -0.4114 -0.9169 4.2863 0.07 0.27 -0.19
H -4.6410 4.0412 1.1943 0.31 -0.28 0.01
H -3.5456 0.4308 -2.5154 0.34 -0.04 0.00
H 0.1986 6.6250 1.2569 -0.49 -0.01 -0.24
H 0.9057 -8.7422 1.5722 0.02 0.27 -0.04
H -4.8584 -0.1158 0.9763 0.26 -0.19 0.21
H -3.3964 -2.7599 1.7277 -0.23 0.30 -0.16
H -0.1733 -0.9925 -3.9155 -0.43 0.02 -0.02
H -3.0057 0.0805 -0.8398 -0.13 0.16 -0.24
H 1.6795 -2.2012 3.6303 -0.13 0.09 -0.29
H -1.4870 2.0964 -4.1577 0.13 -0.30 0.40
H -1.0547 2.9547 -2.6297 0.10 -0.38 -0.20
H 2.4531 -5.6347 -1.0073 -0.06 -0.25 -0.08
H 1.5670 5.2312 0.1763 0.00 -0.17 -0.01
H -3.0225 1.7549 -1.4254 0.21 -0.26 -0.02
H -3.5233 6.2961 0.0147 0.03 -0.01 -0.34
H 2.2800 -2.1673 1.9388 -0.21 0.13 0.58
H -0.8610 6.8919 -0.1929 0.24 0.00 0.55
H -1.5796 6.3332 1.3461 0.45 0.08 -0.16
H 2.5565 -0.2207 4.3953 -0.25 0.22 -0.23
H -1.8098 -0.4411 -4.4048 0.14 0.01 0.28
H 4.6486 -1.1426 -0.4495 -0.02 0.33 -0.32
H -1.3425 -0.5368 2.7959 0.30 0.11 0.21
H -4.1230 2.7736 0.0560 -0.03 0.12 0.16
H 2.1898 -3.4391 -0.2355 -0.38 -0.69 0.23
H 3.4680 1.6681 -3.4658 0.04 -0.45 -0.20
H 2.2899 -2.5291 -1.7149 -0.04 0.05 -0.55
H 3.5764 -2.3041 -2.9026 -0.04 -0.25 -0.24
H 5.3494 -0.7153 -2.0503 -0.23 0.12 0.35
H 1.9063 -1.8624 -3.3648 0.08 -0.27 0.35
H -4.4464 -2.4242 0.2052 0.39 0.22 0.74
H -4.0467 5.0536 -1.1350 0.13 0.02 0.02
H 1.9959 -8.0635 -0.5658 -0.13 0.33 0.34
H 5.0080 0.5637 -0.8290 -0.11 -0.44 -0.22
H 0.7360 -4.5888 2.7541 -0.07 -0.24 -0.03
H -1.6245 -1.6792 -3.1148 0.14 0.27 -0.20
H 0.5654 -2.5097 2.2465 0.30 0.40 0.28

15
Properties=species:S:1:pos:R:3:forces:R:3 method="wB97M-V/def2-TZVPD" e_above_lowest_kj_mol=663.2 lumo_energy_ev=-0.9839 total_energy_ha=-378.88839 charge=0 homo_ev=-9.06
O -2.4596 0.1130 -0.3015 -0.35 -0.28 -0.40
O 1.6609 -0.8560 1.1815 -2.39 0.39 0.06
N -1.8494 0.5287 0.8673 3.22 -2.61 1.51
N 0.6601 0.8298 -0.0893 -1.43 0.00 0.67
C 1.5312 1.7262 -0.0155 0.55 -0.72 0.50
C 0.7601 -0.5444 0.3781 5.61 0.65 -2.86
C 0.4265 -1.4907 -0.7800 -1.41 -0.35 1.01
H -0.6026 -1.3209 -1.0967 0.06 -0.07 -0.26
H 1.2099 2.7637 0.0006 0.14 0.14 -0.69
H 2.5861 1.4902 0.1317 0.20 0.11 0.32
H 1.1031 -1.3124 -1.6151 0.06 0.27 0.22
H -2.2144 -0.1226 1.5690 -0.65 0.27 -0.04
H 0.5317 -2.5172 -0.4365 0.04 -0.02 -0.03
H -2.7290 0.9200 -0.7652 0.52 -0.05 0.19
H -0.6146 -0.2073 0.9715 -4.17 2.24 -0.20

11
Properties=species:S:1:pos:R:3:forces:R:3 method="wB97M-V/def2-TZVPD" e_above_lowest_kj_mol=649.7 lumo_energy_ev=-0.5398 total_energy_ha=-430.67351 charge=0 homo_ev=-9.92
O 0.5366 1.1363 0.3655 1.79 3.42 -4.26
O -1.4567 0.1339 -0.7741 0.03 -1.26 2.47
N -0.3336 -0.4015 1.3175 -2.28 -4.08 1.58
N 0.7508 0.9636 -1.1970 -2.06 -0.38 1.63
N 2.1415 -0.4281 0.6285 -4.76 -3.51 3.25
C 0.8613 -0.0680 0.8573 6.31 0.57 -2.83
C -0.3610 0.4141 -1.5468 0.54 0.94 1.91
C -1.3549 -0.3050 0.5825 -0.79 2.25 1.12
H -0.6895 0.1740 -2.5134 0.63 0.01 -1.69
H -2.2663 -0.1315 1.2385 0.34 -0.89 -2.01
H 2.1718 -1.4880 1.0415 0.25 2.94 -1.17

71
Properties=species:S:1:pos:R:3:forces:R:3 method="wB97M-V/def2-TZVPD" e_above_lowest_kj_mol=132.3 lumo_energy_ev="1.9862 / 0.7762" total_energy_ha=-16878.57431 charge=-1 multiplicity=2 homo_ev="-3.94 / -3.73" s2=0.774
Br 1.9829 -1.4069 -4.5459 -0.85 -0.36 0.02
Br 4.8813 -0.0868 -5.0960 -0.80 0.23 0.57
Br 6.0368 2.1139 -3.0794 -0.55 0.14 0.52
Br 4.5337 2.6459 -0.1628 -0.46 0.34 0.12
Br -2.8376 -1.6625 1.5516 0.55 -0.06 0.68
Cu -0.2267 0.3452 -0.1177 0.25 0.03 0.28
P 0.5452 -1.2475 1.4681 0.01 0.04 -0.50
F -3.6297 -2.6680 4.2188 -0.82 -0.18 0.30
F 0.5466 -3.3898 6.3090 -0.66 0.33 -1.08
F -2.1904 -3.5674 6.3863 0.34 0.67 -0.88
F 1.7864 -2.7712 3.9362 -1.70 0.56 0.49
O 0.6036 -0.3409 -1.9615 1.22 0.36 -0.20
O 1.6145 1.5029 -0.1926 0.93 -0.61 -1.00
N -1.7728 1.4351 -0.2618 0.39 -0.68 1.00
C 1.7912 -3.8162 1.0681 0.39 0.38 -0.45
C 0.1021 -4.3631 -1.0775 -0.53 0.17 0.19
C 2.0784 0.0834 3.3280 1.57 0.62 -0.04
C -2.3706 2.1431 -1.0801 -0.70 -0.63 -0.97
C 4.2823 1.4371 -2.7020 -0.23 -0.24 0.52
C 3.7590 0.4921 -3.6308 -0.03 0.48 0.70
C 0.9766 -5.3588 -0.6350 0.39 1.03 -0.10
C -3.8572 2.4111 -0.8242 0.57 1.09 0.33
C -4.4925 1.7463 0.2298 -0.22 0.61 -0.64
C 2.2892 1.2025 -1.2258 -0.83 -0.15 0.29
C 0.8808 -2.8499 0.6324 -0.56 0.24 0.09
C -2.3172 -2.5637 4.1941 0.65 -0.36 0.22
C 4.4620 0.6125 3.1024 -0.75 -0.19 0.13
C -1.7667 2.5507 -2.4180 -1.08 0.07 -0.12
C 0.4282 -2.5359 4.0547 0.25 0.29 -0.18
C 1.8993 -5.0158 0.3630 0.06 -0.37 0.87
C 2.5102 -0.0515 -3.3573 1.11 -0.69 -1.47
C -0.2994 -1.9383 2.9849 0.25 -1.20 0.59
C 2.1372 -0.6138 2.1216 -1.08 -0.30 0.69
C 3.3217 -0.7098 1.4165 0.26 0.36 0.31
C 4.4698 -0.0876 1.8989 0.34 -0.43 -0.07
C -5.7264 2.1712 0.7037 -0.09 -1.49 -0.24
C 0.2198 2.9738 -3.7482 -0.61 -0.16 0.11
C 1.7182 0.2103 -2.2228 -0.60 0.59 1.37
C 3.2632 0.6866 3.8117 -1.07 -0.30 -0.61
C 3.5815 1.7349 -1.5106 1.41 -0.28 -1.31
C -4.5157 3.4899 -1.3972 -0.49 0.66 -0.17
C -0.3882 2.7209 -2.5207 0.27 0.39 0.32
C -6.4214 3.1838 0.0738 1.07 0.28 -0.32
C -0.5643 3.0335 -4.8944 0.09 0.13 -0.11
C -1.7054 -2.0852 3.0410 0.66 0.57 0.04
C -1.9325 2.9029 -4.7865 -1.32 0.10 -0.46
C -2.5727 2.6668 -3.5692 0.98 -0.24 -0.02
C -1.5882 -3.0057 5.3083 0.41 0.05 -0.19
C -5.7807 3.8719 -0.9500 -0.30 0.05 -0.38
C 0.0281 -3.1064 -0.4468 0.86 -1.11 0.01
C -0.1895 -2.9418 5.2504 0.28 -0.45 -0.07
H -4.0756 4.0821 -2.2130 -0.07 -0.35 0.61
H -7.4115 3.3952 0.3846 -0.79 0.45 0.20
H -0.5732 -4.5549 -1.9115 0.15 -0.06 0.20
H 0.9855 -6.3341 -1.1167 0.12 0.22 0.08
H 1.1578 0.2083 3.8933 0.11 -0.10 -0.17
H -6.2713 4.6986 -1.4608 -0.04 -0.09 0.16
H 2.4580 -3.5648 1.9088 -0.31 -0.37 -0.61
H 1.2765 3.1323 -3.8318 0.47 -0.03 0.13
H 0.1881 2.6913 -1.5837 -0.28 -0.07 -0.58
H 2.6979 -5.6931 0.6922 -0.51 0.00 -0.28
H -0.6642 -2.3484 -0.7769 -0.02 0.06 -0.18
H -3.6572 2.5177 -3.5447 0.57 0.06 0.05
H 5.3852 -0.2162 1.3224 -0.13 0.25 0.16
H -2.5684 3.0311 -5.6791 0.45 -0.23 0.36
H -3.9816 0.8923 0.6074 0.32 -0.34 0.59
H 3.3473 -1.2412 0.4817 0.06 -0.16 -0.25
H 5.3353 1.1103 3.5064 0.07 -0.10 -0.21
H -0.1442 3.1984 -5.8829 0.16 0.04 0.21
H 3.1611 1.2584 4.7165 0.31 0.13 0.30
H -6.2298 1.5530 1.4496 0.16 0.31 0.05